[1]
ORCA calculation (the ωB97M-V functional and the def2-TZVPD basis) on a structure of composition C42H59N7NbS2 in a non-equilibrium geometry.

Summary:
* net charge: -1

Positions of all 111 atoms, in Å:
C  -3.315  -0.047  1.179
C  -2.880  0.996  2.213
C  -1.648  0.556  3.022
C  -0.479  -0.002  2.187
N  0.853  0.576  2.450
C  0.965  2.037  2.344
C  0.396  2.601  1.045
C  1.160  2.240  -0.240
C  0.723  0.936  -0.924
Nb  1.144  1.009  -3.144
C  1.419  0.036  3.622
S  1.266  0.656  5.142
S  2.333  -1.417  3.460
C  2.417  -1.846  1.696
C  2.495  -3.376  1.564
C  1.448  -4.091  2.417
H  -4.348  0.089  0.852
H  -3.184  -1.066  1.564
H  -2.691  0.021  0.282
H  -3.696  1.172  2.928
H  -2.704  1.957  1.718
H  -1.982  -0.235  3.710
H  -1.295  1.373  3.661
H  -0.662  0.101  1.114
H  -0.380  -1.077  2.382
H  2.042  2.252  2.359
H  0.531  2.541  3.220
H  -0.658  2.319  0.919
H  0.406  3.691  1.189
H  2.235  2.190  -0.013
H  1.024  3.078  -0.940
H  -0.376  0.821  -0.856
H  1.140  0.061  -0.405
H  2.628  -0.076  -2.870
H  -0.002  -0.447  -3.343
H  -0.275  2.168  -3.513
H  2.240  2.520  -3.142
H  1.473  0.695  -4.914
H  3.290  -1.347  1.269
H  1.542  -1.456  1.177
H  3.507  -3.721  1.813
H  2.363  -3.613  0.501
H  1.806  -4.252  3.437
H  1.178  -5.066  2.005
H  0.531  -3.495  2.497
N  -4.550  2.760  -1.106
C  -5.858  2.807  -0.874
C  -6.472  3.802  -0.126
C  -5.681  4.805  0.412
C  -4.316  4.767  0.178
C  -3.800  3.729  -0.587
H  -6.447  2.005  -1.307
H  -7.543  3.785  0.028
H  -6.119  5.599  1.004
H  -3.655  5.524  0.578
H  -2.736  3.670  -0.790
N  4.415  1.854  -5.995
C  4.214  0.733  -6.675
C  4.419  0.630  -8.045
C  4.856  1.750  -8.735
C  5.062  2.926  -8.030
C  4.825  2.926  -6.662
H  3.848  -0.110  -6.099
H  4.234  -0.307  -8.555
H  5.025  1.710  -9.804
H  5.392  3.829  -8.527
H  4.962  3.829  -6.076
N  3.468  -3.856  -1.749
C  3.374  -4.949  -2.505
C  3.593  -4.957  -3.873
C  3.932  -3.761  -4.494
C  4.031  -2.619  -3.722
C  3.788  -2.718  -2.359
H  3.104  -5.865  -1.990
H  3.496  -5.876  -4.435
H  4.103  -3.723  -5.563
H  4.267  -1.655  -4.149
H  3.845  -1.828  -1.745
N  -0.565  -4.586  4.985
C  -0.377  -3.335  5.398
C  -0.801  -2.864  6.634
C  -1.459  -3.738  7.483
C  -1.663  -5.044  7.063
C  -1.197  -5.416  5.810
H  0.148  -2.674  4.714
H  -0.611  -1.835  6.911
H  -1.805  -3.409  8.455
H  -2.171  -5.764  7.691
H  -1.338  -6.431  5.452
N  -0.254  -0.484  -7.038
C  -0.154  -1.081  -8.219
C  -1.249  -1.405  -9.009
C  -2.515  -1.090  -8.535
C  -2.627  -0.467  -7.303
C  -1.467  -0.183  -6.591
H  0.853  -1.314  -8.554
H  -1.112  -1.892  -9.966
H  -3.397  -1.326  -9.118
H  -3.592  -0.203  -6.892
H  -1.501  0.302  -5.620
N  -0.556  3.156  9.257
C  -0.438  2.525  8.090
C  -1.519  2.207  7.277
C  -2.789  2.560  7.701
C  -2.926  3.216  8.914
C  -1.782  3.490  9.650
H  0.568  2.261  7.783
H  -1.354  1.698  6.336
H  -3.656  2.330  7.094
H  -3.897  3.513  9.287
H  -1.854  4.004  10.603

---

[2]
ORCA calculation (the ωB97M-V functional and the def2-TZVPD basis) on the molecule C2H6N2O in a non-equilibrium geometry.

Summary:
* net charge: 0

Positions of all 11 atoms, in Å:
C  -0.706  0.846  -1.166
C  0.939  -0.506  1.649
H  0.017  0.672  -2.013
H  -1.743  0.836  -1.600
H  -0.434  1.788  -0.657
H  -1.213  -0.987  -0.430
H  1.222  -0.927  -0.394
H  0.068  -0.162  2.285
N  -0.720  -0.166  -0.104
N  0.601  -0.496  0.300
O  1.970  -0.898  2.130

---

Computed values of HOMO-LUMO gap (unit: eV) for the preceding records, in sequence: 7.05 10.87.